<a>
48
Properties=species:S:1:pos:R:3 method="wB97M-V/def2-TZVPD" lumo_ha=-0.084 total_charge=+1 orbital_gap_ev=8.1
C 1.17559 -2.35034 -0.35467
O 1.86946 -1.92442 0.82585
C -0.28951 -2.25971 -0.01653
C -0.84186 -0.94826 -0.68719
C -0.49253 0.24375 0.00064
C -0.98110 1.49940 -0.31239
N -0.38551 2.67535 -0.06797
N 0.45429 0.28102 1.24397
H 1.59235 -1.72101 -1.12617
H 1.38857 -3.47667 -0.58327
H 1.53498 -2.68591 1.45443
H -0.53302 -2.28251 1.09496
H -0.63675 -3.14481 -0.47567
H -0.51186 -0.84765 -1.78449
H -1.97930 -1.07409 -0.94408
H -1.90118 1.58728 -0.99467
H 0.49710 2.96203 0.07756
H -0.88445 3.57094 -0.32708
H 0.10951 0.95062 2.03484
H 0.50019 -0.56991 1.60629
H 1.44311 0.55277 0.82014
H 4.41793 -0.68784 -1.01069
H 3.30246 -1.39825 -1.72286
O 3.59887 -0.51091 -1.41152
H 3.73009 1.92243 0.40245
H 3.35571 0.90530 -0.51140
O 2.95130 1.49895 0.05799
H -2.25171 -1.88160 3.08221
H -3.42404 -2.75631 2.53795
O -2.49374 -2.63304 2.49493
H -2.38361 -0.31184 1.67641
H -3.80718 0.48978 1.67427
O -2.85254 0.48284 1.99801
H -1.48043 1.42198 3.14475
H -0.70855 2.72492 2.93865
O -0.59176 1.81816 3.19261
H -1.35484 -1.29933 -4.43370
H -0.32131 -0.17823 -4.21451
O -0.89515 -0.79278 -3.78069
H 2.10470 3.47304 2.87622
H 1.77826 2.61990 1.60155
O 1.73329 2.68059 2.48369
H -4.41329 -1.17567 -0.27483
H -3.56330 -0.50782 -1.44603
O -3.86331 -0.41970 -0.47321
H 2.63187 0.53793 -4.22577
H 1.92844 1.97487 -4.00920
O 1.74375 0.96475 -4.13178


<b>
48
Properties=species:S:1:pos:R:3 method="wB97M-V/def2-TZVPD" lumo_ha=-0.093 total_charge=+1 orbital_gap_ev=10.5
N -2.31776 -1.88618 -0.22830
C -0.88922 -2.22024 0.08732
C 0.00834 -1.34454 -0.79303
N 1.22320 -1.00351 -0.37475
C 1.38429 -0.24498 1.95853
C 1.81142 -1.32088 0.96236
C 3.33084 -1.35347 0.80525
O -0.44244 -0.97844 -1.88204
H -2.43272 -0.78541 -0.22888
H -2.59134 -2.23450 -1.19270
H -2.92880 -2.32564 0.45804
H -0.67328 -3.24669 -0.14858
H -0.67782 -2.07038 1.15078
H 1.83673 -0.39477 -0.94929
H 0.29545 -0.16523 2.09087
H 1.72560 0.77579 1.67336
H 1.81078 -0.43990 2.96393
H 1.43669 -2.30988 1.25691
H 3.78051 -1.61302 1.79137
H 3.73063 -0.38149 0.47586
H 3.69957 -2.12027 0.14242
H -0.10292 -4.12585 2.99869
H 0.41157 -4.87678 1.80002
O -0.02519 -4.08767 2.02586
H -2.45455 3.18501 -1.90332
H -1.31752 3.12997 -0.74597
O -1.80518 2.61988 -1.49494
H -2.67876 -2.73886 -3.60142
H -1.49369 -2.14271 -2.84267
O -2.21675 -2.78595 -2.79448
H -0.09350 0.71812 -2.89578
H -0.55679 2.15211 -2.56265
O 0.13558 1.64576 -3.08374
H -1.24203 1.78299 3.09070
H -2.53131 2.57063 2.74942
O -1.81812 2.05884 2.34828
H -0.98861 3.20882 1.27214
H 0.31626 3.54943 0.51164
O -0.65886 3.73218 0.53404
H 2.50141 3.84858 0.49113
H 2.18544 2.59090 -0.37759
O 1.95633 3.09442 0.43625
H -2.46063 1.34173 -0.54520
H -2.45715 1.08792 1.00657
O -2.75293 0.71162 0.17383
H 3.09700 1.91920 -2.43655
H 1.53378 1.76463 -2.35472
O 2.39649 1.70873 -1.81894


Relative to the most stable one, in eV, the structures come out at <a> 6.463; <b> 0.000.


<a>
22
Properties=species:S:1:pos:R:3 method="wB97M-V/def2-TZVPD" lumo_ha="-0.020 / 0.004" total_charge=0 orbital_gap_ev="7.8 / 9.0"
C -3.43058 0.26507 0.28890
C -2.27267 1.01596 0.05803
C -3.41836 -1.12260 0.09969
C -1.09496 0.32135 -0.21695
C -1.23882 -1.04742 -0.16948
C 1.60257 -1.37627 -0.12222
C 2.14707 -0.21108 0.02138
C 3.55618 0.10573 0.07882
C 0.09059 1.10586 -0.61319
C 1.24977 0.91788 0.28947
N -2.27928 -1.73688 0.00598
O 4.08869 1.15533 0.36237
O 1.95823 -2.58773 -0.13564
H -4.35150 0.62176 0.70468
H -2.18752 2.04177 0.40795
H -4.35331 -1.76855 0.13077
H 4.29849 -0.82221 -0.24608
H 0.30153 0.93162 -1.58531
H -0.29069 2.10296 -0.50238
H 0.83979 0.92518 1.27733
H 1.76375 1.86637 0.07899
H 3.02102 -2.70412 -0.21311


<b>
22
Properties=species:S:1:pos:R:3 method="wB97M-V/def2-TZVPD" lumo_ha=0.023 total_charge=0 orbital_gap_ev=9.4
C 0.43435 3.02889 0.55556
C 0.37408 2.09581 -0.59262
C -1.00279 1.33570 -0.47456
C -1.21771 0.49616 -1.74757
C 0.13628 -1.08740 -0.68731
C 0.99570 -2.18305 -0.69331
C 1.22226 -2.98279 0.40363
C 0.69789 -2.59356 1.59704
C -0.13028 -1.44047 1.64712
C -0.34568 -0.67169 0.53202
H 0.47312 2.72774 -1.46855
H 1.22171 1.39408 -0.61912
H -1.74331 2.14137 -0.38271
H -1.10624 1.09445 -2.70773
H -2.23998 0.00085 -1.63406
H 1.32635 -2.50627 -1.66591
H 1.70465 -3.91012 0.30327
H 0.78882 -3.22526 2.51735
H -0.54610 -1.04457 2.54357
N 0.52079 3.90824 1.34647
O -0.18777 -0.48482 -1.84241
O -1.12587 0.48287 0.64848


Relative to the most stable one, in eV, the structures come out at <a> 5.317; <b> 0.000.


<a>
18
Properties=species:S:1:pos:R:3 method="wB97M-V/def2-TZVPD" lumo_ha=0.127 total_charge=-1 orbital_gap_ev=8.0
O -0.14436 -0.94894 0.10026
C -0.33698 0.27180 0.12164
O -0.21147 1.06066 1.08471
C -0.74462 0.95887 -1.21542
C 0.46270 0.99148 -2.16072
N -1.28257 2.32077 -1.02563
H -1.51020 0.36794 -1.71810
H 1.22784 0.25950 -1.87284
H 0.15123 0.70542 -3.16952
H 0.91064 1.97786 -2.27781
H -2.29321 2.26686 -0.90978
H -0.94227 2.60739 -0.11967
H 0.09638 0.73738 2.69994
H 1.02572 0.07967 3.72336
O 0.31061 0.71813 3.67602
H 0.80397 -4.08826 1.17546
H 1.00475 -5.49783 0.71444
O 1.47183 -4.78872 1.17366


<b>
18
Properties=species:S:1:pos:R:3 method="wB97M-V/def2-TZVPD" lumo_ha=0.145 total_charge=-1 orbital_gap_ev=8.9
O -0.60866 1.17406 0.73634
C -0.06306 0.59140 -0.19395
O 0.98669 0.86217 -0.72021
C -0.86822 -0.65413 -0.83162
C -1.10918 -1.60822 0.32565
N -0.30968 -1.19412 -2.07323
H -1.87184 -0.14269 -1.21348
H -1.84158 -1.09238 0.88749
H -1.34986 -2.66879 0.08533
H -0.26077 -1.52670 1.01445
H 0.72063 -0.87092 -2.15528
H -0.49626 -2.11364 -2.28960
H 2.66565 0.49652 0.09372
H 2.90144 -0.88487 -0.46588
O 3.08437 -0.40283 0.32695
H -0.04064 3.69589 2.60924
H -0.72007 2.73257 1.69457
O -0.81895 3.60667 2.16952


<c>
18
Properties=species:S:1:pos:R:3 method="wB97M-V/def2-TZVPD" lumo_ha=0.132 total_charge=-1 orbital_gap_ev=8.0
O 0.26620 0.45662 -0.86932
C 0.12577 0.38130 0.36452
O -0.88043 0.75837 1.01455
C 1.36745 -0.07586 1.17439
C 1.67730 -1.53952 0.94625
N 1.20713 0.17558 2.62538
H 2.24181 0.52061 0.91245
H 1.57928 -1.80954 -0.10603
H 2.75633 -1.66969 1.09406
H 1.18482 -2.26159 1.59229
H 0.91504 1.14065 2.68053
H 0.29467 -0.22952 2.87295
H -2.78712 0.94938 0.98093
H -3.16340 1.64733 -0.35327
O -3.52383 1.28014 0.46445
H -1.33329 -0.28690 -4.47694
H -0.59591 0.57282 -5.53232
O -1.33181 -0.01018 -5.38489


Relative to the most stable one, in eV, the structures come out at <a> 0.000; <b> 0.687; <c> 0.198.


<a>
24
Properties=species:S:1:pos:R:3 method="wB97M-V/def2-TZVPD" lumo_ha=-0.337 total_charge=+1 orbital_gap_ev=2.5
N -2.47066 1.76802 -5.72761
C 1.70100 1.27932 1.61230
C 2.10280 0.08679 0.71950
N 1.74671 -1.21997 1.35453
C 0.43492 -1.73600 1.03569
C -0.76755 -1.21151 1.83909
N -1.26882 0.02331 1.42281
H -2.45093 2.39449 -4.95727
H 1.01655 1.88055 1.01334
H -1.86385 2.11417 -6.45083
H 1.07915 0.94293 2.42974
H 2.53529 1.92827 1.83483
H 3.18775 0.07341 0.69336
H 1.74720 0.12917 -0.30441
H 2.46107 -1.84714 0.94847
H 0.18816 -1.67530 -0.03720
H 0.54444 -2.81117 1.19092
H -0.43208 -1.08250 2.89025
H -1.57038 -1.95761 1.84622
H -2.27916 0.09899 1.57617
H -1.14408 0.32358 0.26487
H -1.26150 0.71794 -1.53900
H -3.33290 1.41400 -6.09731
O -0.70122 0.40583 -0.80484


<b>
24
Properties=species:S:1:pos:R:3 method="wB97M-V/def2-TZVPD" lumo_ha=-0.099 total_charge=+1 orbital_gap_ev=10.3
N -1.16321 0.72216 0.00001
C -0.04871 1.17526 -0.90145
C 1.38044 0.78996 -0.42823
N 1.15580 0.77052 1.04978
C 1.47159 -0.56417 1.76740
C 0.63699 -1.85261 1.10841
N -0.81070 -1.84188 1.37310
H -1.47848 1.43034 0.65266
H -0.90853 -0.14028 0.49345
H -1.90285 0.26772 -0.58965
H -0.20935 2.22570 -0.77326
H -0.14391 0.71664 -1.93459
H 2.31832 1.33205 -0.92259
H 1.56326 -0.23039 -0.83361
H 1.70131 1.62872 1.34263
H 2.67174 -0.71648 1.73444
H 0.95446 -0.50079 2.72103
H 1.35363 -2.84749 1.40728
H 0.81094 -2.15412 0.11538
H -0.99832 -2.78800 1.10295
H -0.81234 -1.89607 2.38824
H -2.54923 1.02793 -4.25278
H -2.55275 2.21245 -3.32218
O -2.44009 1.23280 -3.29844


Relative to the most stable one, in eV, the structures come out at <a> 4.458; <b> 0.000.


<a>
16
Properties=species:S:1:pos:R:3 method="wB97M-V/def2-TZVPD" lumo_ha=0.030 total_charge=0 orbital_gap_ev=11.5
N 0.58506 1.17365 -3.43251
H -0.27838 1.60073 -3.75274
H 1.12872 1.97815 -3.13637
H 0.98572 0.80063 -4.28051
H -0.27285 -0.88407 3.60769
H -0.02197 -0.98829 2.10441
O 0.09517 -0.40050 2.86708
H -1.55549 -2.91225 1.62586
H -0.62397 -2.58533 0.38899
O -0.65030 -2.81705 1.32352
H 0.60035 -0.33402 -1.09002
H 0.03385 0.14661 0.17362
O 0.32958 -0.68543 -0.22885
H 0.43365 2.52124 1.16635
H -0.54193 1.48947 1.74541
O -0.24719 1.89645 0.91807


<b>
16
Properties=species:S:1:pos:R:3 method="wB97M-V/def2-TZVPD" lumo_ha=-0.158 total_charge=0 orbital_gap_ev=5.1
N 2.71360 1.00427 -0.31372
H 3.57946 0.80750 0.17309
H 2.05771 1.48509 0.32022
H 2.22627 0.16254 -0.53972
H 0.24856 -0.76269 -1.29443
H 0.24264 -0.12061 -2.75667
O 0.76530 -0.62732 -2.10010
H -0.64099 -2.17153 0.05334
H -1.02500 0.29451 -0.76287
O -0.55391 -1.22532 0.22564
H -2.02481 -0.75483 0.63005
H -3.02204 -0.97806 1.72033
O -2.86062 -0.37023 0.98038
H -0.00120 0.44671 0.91855
H -0.36669 1.82624 0.74682
O 0.11560 1.31477 1.26749


<c>
16
Properties=species:S:1:pos:R:3 method="wB97M-V/def2-TZVPD" lumo_ha=0.015 total_charge=0 orbital_gap_ev=10.9
N 1.45924 1.12405 0.89022
H 1.95805 1.78631 0.30660
H 0.47558 1.37000 0.84932
H 1.56453 0.21275 0.45354
H -1.52511 -0.13206 -1.93092
H -0.37583 0.21709 -1.01239
O -0.95256 0.59206 -1.65805
H -1.35721 -2.43753 0.38751
H -2.71442 -2.90530 -0.13447
O -1.81656 -2.68324 -0.40997
H 0.33849 -1.37992 1.99145
H 0.26504 -2.74404 2.65874
O -0.24779 -2.09641 2.17084
H 0.67764 2.31885 -1.38789
H 0.89306 3.78577 -1.57363
O 1.35786 2.97162 -1.60089


Relative to the most stable one, in eV, the structures come out at <a> 0.000; <b> 6.289; <c> 0.352.


<a>
9
Properties=species:S:1:pos:R:3 method="wB97M-V/def2-TZVPD" lumo_ha=-0.074 total_charge=0 orbital_gap_ev=7.2
C -1.35582 1.17513 -0.20131
O -0.32692 0.58154 0.35988
O -2.54860 0.95188 0.48283
O -1.24597 1.90419 -1.08912
P 1.82195 -1.59432 -0.14352
S 3.20823 -2.05038 -1.50031
H 0.68667 0.94983 -0.29325
H -2.50384 0.64261 1.46339
H 2.26430 -2.56049 0.92142


<b>
9
Properties=species:S:1:pos:R:3 method="wB97M-V/def2-TZVPD" lumo_ha=0.014 total_charge=0 orbital_gap_ev=9.1
C -0.50622 -0.19836 0.00276
O -0.58876 -1.49024 -0.32409
O -1.89397 0.26244 -0.03172
O 2.39557 1.25284 -0.38423
P 0.69771 1.32954 -0.09721
S 0.51317 0.12518 1.57749
H -1.03762 -1.56666 -1.15001
H -2.46303 -0.50713 0.12001
H 2.88315 0.79238 0.28701


Relative to the most stable one, in eV, the structures come out at <a> 0.900; <b> 0.000.